1.
{
  "formula": "C50H47BrFN9O2",
  "method": "ωB97M-V with the def2-TZVPD basis set",
  "gap_ev": 8.9,
  "e_lumo_ha": -0.0176,
  "e_tot_ev": -142877.896,
  "species": ["C", "C", "F", "C", "C", "C", "C", "Br", "C", "C", "C", "O", "N", "C", "O", "H", "H", "H", "H", "H", "H", "H", "N", "C", "C", "C", "C", "C", "H", "H", "H", "H", "H", "N", "C", "C", "C", "C", "C", "H", "H", "H", "H", "H", "N", "C", "C", "C", "C", "C", "H", "H", "H", "H", "H", "N", "C", "C", "C", "C", "C", "H", "H", "H", "H", "H", "N", "C", "C", "C", "C", "C", "H", "H", "H", "H", "H", "N", "C", "C", "C", "C", "C", "H", "H", "H", "H", "H", "N", "C", "C", "C", "C", "C", "H", "H", "H", "H", "H", "N", "C", "C", "C", "C", "C", "H", "H", "H", "H", "H"],
  "xyz": [[1.545, -0.311, -3.651], [2.826, 0.304, -4.163], [2.559, 1.546, -4.753], [3.899, 0.507, -3.115], [3.607, 0.642, -1.763], [4.601, 0.872, -0.816], [5.934, 0.952, -1.192], [7.265, 1.268, 0.094], [6.241, 0.798, -2.531], [5.235, 0.595, -3.472], [5.877, 0.511, -4.820], [5.357, 0.299, -5.887], [7.236, 0.753, -4.617], [7.555, 0.806, -3.245], [8.671, 0.827, -2.808], [0.878, -0.551, -4.477], [1.009, 0.349, -2.966], [1.785, -1.235, -3.123], [3.240, -0.345, -4.937], [2.584, 0.575, -1.413], [4.327, 0.993, 0.225], [7.921, 0.353, -5.248], [0.870, 1.176, 0.891], [0.596, 2.479, 0.849], [-0.690, 2.993, 0.903], [-1.751, 2.107, 1.005], [-1.482, 0.748, 1.050], [-0.159, 0.337, 0.990], [1.451, 3.141, 0.766], [-0.852, 4.062, 0.866], [-2.770, 2.469, 1.051], [-2.278, 0.021, 1.130], [0.092, -0.718, 1.026], [8.779, -0.641, -8.069], [9.326, -1.444, -8.979], [8.622, -1.990, -10.042], [7.275, -1.688, -10.165], [6.692, -0.848, -9.231], [7.484, -0.353, -8.206], [10.380, -1.663, -8.845], [9.118, -2.640, -10.750], [6.692, -2.098, -10.980], [5.645, -0.581, -9.285], [7.062, 0.301, -7.458], [7.176, -6.002, -8.428], [6.846, -4.715, -8.521], [5.542, -4.269, -8.686], [4.529, -5.212, -8.760], [4.858, -6.555, -8.668], [6.192, -6.895, -8.502], [7.669, -4.014, -8.461], [5.327, -3.213, -8.753], [3.498, -4.905, -8.887], [4.100, -7.324, -8.722], [6.490, -7.935, -8.423], [-2.556, 2.687, 5.470], [-2.478, 3.386, 4.340], [-3.202, 4.545, 4.101], [-4.058, 5.003, 5.090], [-4.151, 4.286, 6.272], [-3.380, 3.140, 6.413], [-1.798, 2.995, 3.592], [-3.096, 5.073, 3.163], [-4.642, 5.902, 4.942], [-4.806, 4.604, 7.071], [-3.422, 2.555, 7.326], [2.828, 5.539, -3.242], [2.566, 4.522, -4.063], [2.479, 4.653, -5.442], [2.670, 5.907, -5.997], [2.942, 6.975, -5.157], [3.011, 6.738, -3.792], [2.423, 3.561, -3.591], [2.269, 3.790, -6.057], [2.611, 6.051, -7.069], [3.100, 7.971, -5.547], [3.225, 7.547, -3.102], [-4.638, 1.802, 10.332], [-4.922, 3.103, 10.320], [-6.211, 3.611, 10.370], [-7.268, 2.716, 10.436], [-6.990, 1.359, 10.441], [-5.663, 0.954, 10.391], [-4.067, 3.768, 10.259], [-6.380, 4.679, 10.353], [-8.290, 3.070, 10.473], [-7.781, 0.623, 10.478], [-5.410, -0.101, 10.385], [-5.811, -1.629, 8.036], [-6.025, -2.735, 7.325], [-6.079, -2.756, 5.939], [-5.905, -1.564, 5.255], [-5.685, -0.403, 5.980], [-5.645, -0.492, 7.363], [-6.165, -3.646, 7.894], [-6.258, -3.685, 5.418], [-5.941, -1.539, 4.173], [-5.541, 0.550, 5.489], [-5.469, 0.392, 7.963], [-8.337, -5.378, 6.652], [-8.032, -6.660, 6.464], [-8.876, -7.567, 5.840], [-10.106, -7.118, 5.386], [-10.438, -5.786, 5.575], [-9.521, -4.961, 6.210], [-7.063, -6.975, 6.835], [-8.573, -8.598, 5.714], [-10.793, -7.794, 4.895], [-11.386, -5.392, 5.238], [-9.743, -3.912, 6.374]]
}

=====

2.
{
  "formula": "C37H37BrN3O2PPdSe2",
  "method": "ωB97M-V with the def2-TZVPD basis set",
  "gap_ev": [4.2, 4.2],
  "e_lumo_ha": [-0.2952, -0.2956],
  "charge": 2,
  "e_tot_ev": -261020.492,
  "de_lowest_ev": 4.0233,
  "species": ["Pd", "O", "C", "C", "C", "C", "C", "C", "C", "O", "N", "N", "C", "C", "Br", "C", "C", "C", "C", "C", "C", "C", "H", "H", "H", "H", "H", "H", "H", "H", "H", "H", "H", "H", "H", "H", "Se", "P", "Se", "C", "C", "C", "C", "C", "C", "C", "C", "C", "C", "C", "C", "H", "H", "H", "H", "H", "H", "H", "H", "H", "H", "C", "N", "C", "C", "C", "C", "C", "C", "C", "C", "H", "H", "H", "H", "H", "H", "H", "H", "H", "H", "H", "H", "H"],
  "xyz": [[-0.006, -0.595, 0.158], [4.580, 2.062, -2.236], [3.409, 2.666, -2.569], [3.449, 3.593, -3.608], [2.291, 4.216, -4.030], [1.071, 3.907, -3.439], [1.032, 3.010, -2.387], [2.199, 2.414, -1.920], [2.172, 1.570, -0.655], [1.885, 0.259, -0.758], [1.276, 2.272, 0.303], [0.778, 1.548, 1.264], [0.378, 2.115, 2.365], [-0.140, 1.349, 3.447], [-0.808, -0.395, 2.978], [-0.210, 1.738, 4.745], [0.431, 2.917, 5.290], [1.666, 3.389, 4.809], [2.252, 4.511, 5.362], [1.622, 5.182, 6.404], [0.420, 4.704, 6.915], [-0.162, 3.574, 6.380], [4.441, 1.229, -1.780], [4.406, 3.794, -4.072], [2.339, 4.946, -4.827], [0.161, 4.381, -3.778], [0.091, 2.794, -1.891], [3.181, 1.662, -0.194], [1.459, 3.261, 0.475], [0.409, 3.198, 2.501], [-0.789, 1.135, 5.436], [2.189, 2.829, 4.046], [3.213, 4.851, 5.000], [2.080, 6.064, 6.832], [-0.057, 5.214, 7.742], [-1.099, 3.204, 6.779], [0.149, -0.862, -2.508], [-1.982, -0.334, -2.214], [-2.328, 0.300, -0.153], [-2.556, 0.921, -3.389], [-3.732, 1.605, -3.089], [-4.282, 2.457, -4.032], [-3.667, 2.617, -5.268], [-2.490, 1.943, -5.557], [-1.927, 1.093, -4.616], [-2.987, -1.782, -2.653], [-3.989, -2.249, -1.811], [-4.793, -3.300, -2.229], [-4.597, -3.873, -3.477], [-3.589, -3.407, -4.312], [-2.780, -2.362, -3.903], [-4.214, 1.470, -2.128], [-5.197, 2.987, -3.803], [-4.111, 3.267, -6.010], [-2.005, 2.078, -6.515], [-1.001, 0.571, -4.827], [-4.145, -1.789, -0.843], [-5.575, -3.664, -1.576], [-5.235, -4.683, -3.803], [-3.438, -3.855, -5.284], [-1.992, -1.992, -4.550], [1.471, -3.692, 3.647], [2.631, -3.285, 2.808], [3.677, -4.343, 2.836], [2.266, -2.854, 1.389], [1.044, -3.522, 0.811], [1.000, -4.909, 0.647], [-0.122, -5.531, 0.131], [-1.212, -4.771, -0.264], [-1.150, -3.387, -0.170], [-0.040, -2.757, 0.373], [1.799, -3.780, 4.681], [1.092, -4.649, 3.304], [0.681, -2.954, 3.574], [3.040, -2.461, 3.245], [3.295, -5.243, 2.365], [3.934, -4.570, 3.869], [4.566, -4.008, 2.308], [3.147, -3.046, 0.776], [2.097, -1.777, 1.398], [1.857, -5.523, 0.903], [-0.140, -6.607, 0.024], [-2.093, -5.251, -0.667], [-1.989, -2.802, -0.526]]
}

=====

3.
{
  "formula": "C8H11N3O3",
  "method": "ωB97M-V with the def2-TZVPD basis set",
  "gap_ev": 8.0,
  "e_lumo_ha": 0.0130,
  "e_tot_ev": -19086.129,
  "de_lowest_ev": 0.0000,
  "species": ["C", "C", "C", "C", "C", "C", "C", "C", "N", "N", "N", "O", "O", "O", "H", "H", "H", "H", "H", "H", "H", "H", "H", "H", "H"],
  "xyz": [[-3.245, 0.215, 0.172], [-4.457, 0.675, 0.434], [-1.969, 0.983, 0.054], [-3.257, -1.231, -0.259], [1.976, -0.185, 0.787], [-0.337, -0.638, 1.141], [1.650, 0.951, -0.187], [-0.692, 0.612, 0.369], [0.949, -1.209, 0.775], [-2.332, -1.508, -1.208], [0.353, 1.499, 0.152], [-5.542, 1.050, 0.596], [-2.104, 2.266, -0.500], [-4.036, -2.053, 0.160], [2.935, -0.641, 0.532], [2.029, 0.212, 1.804], [-0.274, -0.372, 2.204], [-1.106, -1.402, 1.037], [2.390, 1.751, -0.112], [1.674, 0.557, -1.219], [0.890, -1.620, -0.156], [-1.666, -0.820, -1.511], [-2.269, -2.452, -1.551], [0.072, 2.303, -0.395], [-2.997, 2.375, -0.839]]
}